{
  "formula": "C20H40Cl20",
  "method": "ωB97M-V/def2-TZVPD",
  "e_above_lowest_ev": 0.0000,
  "total_charge": 0,
  "multiplicity": 1,
  "e_homo_ha": -0.3782,
  "lumo_ev": 0.22,
  "species": ["Cl", "C", "C", "Cl", "H", "H", "H", "H", "Cl", "C", "C", "Cl", "H", "H", "H", "H", "Cl", "C", "C", "Cl", "H", "H", "H", "H", "Cl", "C", "C", "Cl", "H", "H", "H", "H", "Cl", "C", "C", "Cl", "H", "H", "H", "H", "Cl", "C", "C", "Cl", "H", "H", "H", "H", "Cl", "C", "C", "Cl", "H", "H", "H", "H", "Cl", "C", "C", "Cl", "H", "H", "H", "H", "Cl", "C", "C", "Cl", "H", "H", "H", "H", "Cl", "C", "C", "Cl", "H", "H", "H", "H"],
  "positions_angstrom": [[-0.75, -0.08, -3.56], [-2.19, 0.59, -4.34], [-2.49, 1.95, -3.76], [-3.85, 2.70, -4.64], [-3.02, -0.09, -4.21], [-1.99, 0.66, -5.41], [-1.64, 2.62, -3.78], [-2.79, 1.87, -2.71], [-4.53, -2.10, -3.17], [-4.61, -3.56, -2.21], [-4.80, -3.27, -0.76], [-3.35, -2.59, 0.00], [-3.72, -4.16, -2.39], [-5.44, -4.17, -2.56], [-5.06, -4.20, -0.24], [-5.63, -2.58, -0.61], [6.64, -0.67, -0.26], [6.10, -2.22, 0.44], [4.70, -2.45, -0.13], [4.01, -3.98, 0.47], [6.12, -2.15, 1.52], [6.80, -2.97, 0.08], [4.74, -2.53, -1.21], [4.04, -1.64, 0.16], [-2.57, 6.00, 2.37], [-2.72, 4.25, 2.01], [-3.71, 3.99, 0.91], [-5.37, 4.37, 1.38], [-3.00, 3.74, 2.93], [-1.72, 3.93, 1.72], [-3.66, 2.93, 0.68], [-3.41, 4.53, 0.01], [-2.72, 0.54, 3.68], [-4.01, -0.69, 3.70], [-5.13, -0.32, 4.65], [-6.29, 0.81, 3.87], [-3.57, -1.65, 3.96], [-4.39, -0.78, 2.69], [-4.75, 0.22, 5.51], [-5.69, -1.19, 4.97], [4.09, 2.55, 2.48], [3.73, 2.02, 0.82], [4.53, 2.72, -0.24], [4.48, 4.48, -0.11], [2.67, 2.18, 0.69], [3.91, 0.95, 0.77], [4.15, 2.42, -1.21], [5.58, 2.42, -0.23], [-2.25, 0.78, -0.15], [-1.03, -0.05, 0.86], [0.17, -0.32, 0.02], [1.44, -1.07, 1.06], [-1.46, -0.95, 1.30], [-0.81, 0.61, 1.69], [0.59, 0.59, -0.39], [-0.05, -1.02, -0.79], [-0.93, -3.58, -2.42], [0.62, -3.37, -3.28], [1.75, -3.49, -2.28], [3.30, -3.47, -3.16], [0.61, -2.44, -3.83], [0.67, -4.20, -3.99], [1.69, -4.40, -1.70], [1.74, -2.62, -1.62], [5.81, 1.02, -3.13], [4.97, -0.41, -3.81], [3.47, -0.24, -3.82], [2.82, -0.20, -2.16], [5.24, -1.26, -3.19], [5.35, -0.55, -4.82], [3.05, -1.12, -4.32], [3.11, 0.64, -4.34], [0.22, 2.43, 3.40], [-0.12, 2.55, 5.17], [0.49, 1.38, 5.90], [2.28, 1.58, 6.02], [-1.20, 2.53, 5.25], [0.29, 3.49, 5.51], [0.35, 0.44, 5.37], [0.11, 1.31, 6.91]],
  "mulliken_charge": [-0.038, -0.286, -0.032, -0.216, -0.078, 0.369, 0.346, -0.100, -0.175, -0.382, -0.570, -0.076, 0.202, 0.355, 0.325, 0.324, -0.156, -0.514, 0.899, -0.210, 0.364, 0.358, -0.366, -0.396, -0.206, -0.126, 0.038, -0.201, 0.202, 0.078, -0.130, 0.367, -0.055, -0.569, -0.466, -0.177, 0.346, 0.270, 0.280, 0.345, -0.174, 0.355, -0.007, -0.209, 0.063, -0.296, 0.024, 0.218, -0.076, 0.159, -0.080, -0.203, 0.367, -0.406, 0.360, -0.067, -0.131, -0.480, 0.100, -0.204, 0.085, 0.468, 0.474, -0.301, -0.173, -0.270, -0.791, 0.132, 0.029, 0.417, 0.276, 0.409, -0.111, -0.622, -0.389, -0.187, 0.223, 0.464, 0.238, 0.374]
}

{
  "formula": "C20H40Cl8N2O5",
  "method": "ωB97M-V/def2-TZVPD",
  "e_above_lowest_ev": 0.0000,
  "total_charge": 0,
  "multiplicity": 1,
  "e_homo_ha": -0.2800,
  "lumo_ev": 0.17,
  "species": ["N", "C", "C", "C", "C", "H", "H", "H", "H", "H", "N", "C", "C", "C", "C", "H", "H", "H", "H", "H", "C", "Cl", "Cl", "Cl", "Cl", "C", "Cl", "Cl", "Cl", "Cl", "C", "C", "O", "H", "H", "H", "H", "H", "H", "C", "C", "O", "H", "H", "H", "H", "H", "H", "C", "C", "O", "H", "H", "H", "H", "H", "H", "C", "C", "O", "H", "H", "H", "H", "H", "H", "C", "C", "O", "H", "H", "H", "H", "H", "H"],
  "positions_angstrom": [[-16.95, -12.95, -10.63], [-17.24, -11.59, -10.60], [-16.21, -10.86, -11.28], [-15.28, -11.82, -11.65], [-15.79, -13.06, -11.27], [-17.48, -13.71, -10.22], [-18.08, -11.21, -10.03], [-16.12, -9.80, -11.41], [-14.39, -11.68, -12.25], [-15.31, -14.00, -11.51], [-13.17, -17.95, -13.77], [-12.57, -19.17, -13.79], [-11.24, -19.02, -14.21], [-11.12, -17.70, -14.61], [-12.30, -17.04, -14.32], [-14.12, -17.73, -13.49], [-13.04, -20.10, -13.52], [-10.46, -19.75, -14.37], [-10.22, -17.44, -15.14], [-12.59, -16.02, -14.52], [-18.39, -15.96, -17.56], [-18.39, -14.40, -16.67], [-17.89, -17.10, -16.36], [-19.99, -16.27, -18.22], [-17.27, -15.86, -18.83], [-20.57, -12.12, -13.27], [-18.91, -12.47, -13.77], [-20.78, -10.33, -13.18], [-21.79, -12.82, -14.33], [-20.62, -12.70, -11.60], [-18.65, -14.19, -7.25], [-17.20, -14.73, -7.40], [-16.33, -13.76, -7.89], [-19.04, -13.77, -8.17], [-18.68, -13.51, -6.40], [-19.16, -15.13, -7.03], [-17.33, -15.53, -8.12], [-16.83, -15.10, -6.45], [-15.45, -14.12, -8.01], [-15.36, -14.33, -14.54], [-14.87, -14.08, -16.03], [-13.57, -13.54, -15.93], [-16.31, -14.85, -14.68], [-15.61, -13.43, -13.97], [-14.77, -14.99, -13.91], [-15.57, -13.35, -16.44], [-14.88, -14.96, -16.68], [-13.29, -13.15, -16.77], [-18.01, -15.95, -12.51], [-17.16, -16.68, -11.47], [-15.83, -16.31, -11.73], [-17.92, -16.43, -13.48], [-17.77, -14.89, -12.62], [-19.06, -16.07, -12.28], [-17.15, -17.77, -11.45], [-17.50, -16.43, -10.46], [-15.27, -16.77, -11.10], [-13.87, -19.52, -9.44], [-14.29, -18.41, -8.48], [-14.56, -17.31, -9.30], [-13.63, -20.54, -9.12], [-13.03, -19.35, -10.11], [-14.69, -19.66, -10.14], [-13.42, -18.13, -7.88], [-15.10, -18.77, -7.85], [-14.70, -16.53, -8.75], [-21.36, -17.50, -12.97], [-20.61, -18.57, -12.12], [-20.86, -19.84, -12.64], [-22.32, -17.89, -13.32], [-20.85, -17.11, -13.85], [-21.52, -16.58, -12.39], [-20.83, -18.40, -11.06], [-19.54, -18.36, -12.12], [-21.69, -20.14, -12.26]],
  "mulliken_charge": [0.767, -0.749, -0.650, -0.615, -0.772, 0.044, 0.440, 0.449, 0.498, 0.610, 0.160, -0.578, -0.377, -0.532, -0.416, 0.220, 0.420, 0.405, 0.362, 0.339, 0.278, -0.070, -0.070, -0.108, -0.080, 0.230, -0.002, -0.113, -0.091, -0.082, -1.023, -0.088, -0.507, 0.167, 0.324, 0.356, 0.041, 0.459, 0.282, 0.348, -0.486, -0.531, -0.210, 0.034, -0.051, 0.401, 0.245, 0.290, -0.230, -0.321, -0.180, 0.007, -0.087, 0.170, 0.616, -0.029, 0.141, -1.228, -0.109, -0.435, 0.392, 0.329, 0.254, 0.284, 0.299, 0.143, -0.864, 0.052, -0.520, 0.322, 0.222, 0.303, 0.247, -0.084, 0.338]
}

{
  "formula": "C20H40CrP2Si",
  "method": "ωB97M-V/def2-TZVPD",
  "total_charge": 0,
  "s_squared": 6.32,
  "multiplicity": 5,
  "e_homo_ha": [-0.1595, -0.1481],
  "lumo_ev": [0.01, -0.03],
  "species": ["P", "P", "C", "C", "H", "H", "H", "H", "C", "H", "H", "H", "C", "H", "H", "H", "C", "H", "H", "H", "C", "H", "H", "H", "Cr", "C", "C", "C", "C", "C", "C", "C", "C", "C", "H", "H", "H", "H", "H", "H", "H", "H", "H", "H", "H", "H", "H", "H", "H", "C", "Si", "C", "C", "C", "C", "H", "H", "H", "H", "H", "H", "H", "H", "H"],
  "positions_angstrom": [[-0.23, -1.72, -2.92], [-0.09, 1.86, -3.02], [-0.63, -0.59, -4.27], [0.21, 0.69, -4.39], [-1.71, -0.35, -4.21], [-0.48, -1.20, -5.18], [1.29, 0.49, -4.45], [-0.04, 1.20, -5.33], [-1.66, 2.65, -3.54], [-2.05, 3.26, -2.72], [-2.41, 1.90, -3.80], [-1.50, 3.30, -4.40], [1.11, 3.20, -3.33], [0.78, 3.84, -4.15], [2.10, 2.78, -3.57], [1.20, 3.81, -2.42], [-1.32, -3.12, -3.21], [-1.29, -3.80, -2.36], [-0.96, -3.66, -4.10], [-2.35, -2.79, -3.39], [1.46, -2.28, -3.13], [2.13, -1.43, -3.30], [1.48, -2.91, -4.02], [1.78, -2.86, -2.25], [-0.50, -1.09, 1.31], [0.74, 2.10, 0.92], [-0.57, 1.72, 0.90], [-1.31, 1.19, -0.33], [-1.63, -0.28, -0.67], [-0.48, -1.22, -1.18], [0.85, -0.95, -0.46], [1.58, 0.30, -0.75], [1.90, 1.28, 0.41], [0.54, -3.54, 2.88], [1.02, 3.00, 1.49], [-1.24, 1.88, 1.76], [-0.79, 1.68, -1.20], [-2.29, 1.69, -0.29], [-2.10, -0.76, 0.24], [-2.44, -0.29, -1.43], [-0.80, -2.22, -0.82], [1.50, -1.82, -0.34], [1.02, 0.90, -1.51], [2.54, 0.03, -1.25], [2.45, 0.73, 1.21], [2.64, 1.99, 0.01], [0.96, -3.87, 3.83], [1.27, -3.75, 2.09], [-0.35, -4.15, 2.66], [1.38, -0.25, 6.07], [-0.08, 0.10, 4.95], [-1.66, -0.28, 5.89], [-0.06, 1.91, 4.47], [-0.02, -0.97, 3.42], [0.20, -2.12, 2.91], [1.07, -0.20, 7.13], [2.20, 0.46, 5.90], [1.77, -1.26, 5.86], [-1.48, -0.27, 6.97], [-2.46, 0.44, 5.66], [-2.02, -1.28, 5.60], [0.81, 2.15, 3.85], [-0.95, 2.21, 3.92], [0.00, 2.54, 5.37]],
  "nbo_charge": [1.580, 0.879, -0.748, -0.724, 0.250, 0.243, 0.235, 0.228, -0.946, 0.246, 0.228, 0.219, -0.942, 0.221, 0.241, 0.251, -0.975, 0.262, 0.244, 0.260, -0.977, 0.267, 0.244, 0.285, 0.626, -0.165, -0.235, -0.495, -0.414, -0.573, -0.689, -0.442, -0.446, -0.663, 0.200, 0.220, 0.222, 0.218, 0.200, 0.206, 0.232, 0.190, 0.185, 0.175, 0.235, 0.190, 0.186, 0.206, 0.213, -1.116, 1.621, -1.111, -1.110, -0.791, -0.209, 0.224, 0.229, 0.238, 0.225, 0.228, 0.241, 0.234, 0.224, 0.223]
}

Look up the multiplicity of the second one. 1